Entry 1:
The following is a DFT calculation (ωB97M-V/def2-TZVPD) of C11H23CdN3O6 as an isolated structure.

Atoms and positions in Å:
O 0.0474 4.4092 1.6117
H 0.7977 3.9228 1.2113
Cd 0.4376 -0.2900 0.1357
N -0.5444 -0.6870 -1.6676
N 1.8145 -1.6724 -0.8861
O -1.7941 -0.1518 -1.9725
O 3.0702 -2.0888 -0.4370
C 0.0800 -1.5090 -2.4983
C 1.3584 -2.0412 -2.0791
C -0.5378 -1.8821 -3.7854
C 2.1370 -2.9588 -2.9277
H -1.3179 -1.2002 -4.1482
H -0.9923 -2.8873 -3.7215
H 0.2287 -1.9205 -4.5740
H 2.8980 -3.5549 -2.4059
H 2.6561 -2.4009 -3.7280
H 1.4676 -3.6818 -3.4209
H -1.8398 0.6638 -1.4252
H 3.1815 -1.6080 0.4178
O -0.4120 -2.4109 0.7506
H -0.9766 -1.6132 0.6016
H 0.5313 -2.2464 0.4374
C 1.6465 1.2316 -0.4085
H 1.7918 2.2564 -0.5666
H 1.5706 0.8014 -1.4180
H 2.5387 0.8240 0.0506
O -2.3196 3.2519 -1.0863
H -1.9984 3.8021 -0.3858
H -1.5845 2.6704 -1.2704
O 1.7048 -0.3434 1.9350
C 0.6464 -0.3803 2.9453
C -0.5121 0.5584 2.6333
C -1.1258 1.1743 3.6999
C -2.2942 1.8826 3.4879
C -2.8310 1.9327 2.2163
C -2.1685 1.3018 1.1752
N -1.0159 0.6595 1.3974
H 2.1434 0.5211 2.0266
H 0.3061 -1.4116 2.9569
H 1.1475 -0.1598 3.8819
H -0.7147 1.0730 4.7023
H -2.7980 2.3680 4.3168
H -3.7650 2.4523 2.0275
H -2.6590 1.3427 0.1939

Force components x, y, z for each atom (eV/Å):
0.106 -0.884 -0.426
-0.530 0.395 0.246
-0.387 3.331 0.380
0.096 -1.750 -2.330
-0.188 -1.646 -1.705
0.943 -0.350 -0.484
-0.869 0.289 -0.616
-3.470 2.408 1.001
2.925 -0.010 3.242
0.040 -0.551 -1.307
0.382 -0.731 -1.246
0.274 -0.033 0.561
0.212 0.318 0.021
-0.210 -0.114 0.211
-0.336 0.520 0.184
-0.205 -0.186 0.238
0.163 0.323 0.078
0.038 -0.680 -0.351
-0.301 -0.318 -0.725
0.325 -0.492 0.260
0.067 -1.461 0.293
-1.779 -1.148 0.413
1.379 0.458 -1.626
-0.291 1.593 0.274
0.973 0.450 -0.470
0.891 0.137 -0.298
-0.910 -0.808 -0.975
0.779 0.847 1.113
0.623 0.302 -0.096
0.357 -0.364 2.077
0.852 0.203 -0.619
-0.340 0.261 0.873
0.008 0.099 0.435
-0.173 0.091 0.051
-0.166 0.172 -0.073
-0.156 0.231 0.794
-1.253 -0.740 0.602
-0.225 -0.145 -0.336
-0.093 -0.087 0.019
-0.496 0.194 0.311
-0.016 0.102 -0.238
0.085 -0.007 -0.114
0.190 -0.045 -0.033
0.686 -0.172 0.394

Values from the calculation:
Kohn-Sham gap: 3.268 eV
HOMO: -5.1177 eV
Relative energy (zero: lowest compared OMol25 entry of this formula, charge and spin): 6.342 eV

These are the Mulliken partial charges, in e, on atoms 1 to 4:
1. O -1.043
2. H 0.115
3. Cd 0.123
4. N 0.611

=====

Entry 2:
The following is a DFT calculation (ωB97M-V/def2-TZVPD) of C18H12Cl5F5NiO as an isolated structure.

Atoms and positions in Å:
Ni 1.2382 -0.2396 0.7452
Cl 1.2561 4.3762 6.1993
C 1.2521 3.6526 4.6226
C 1.2976 2.2641 4.4728
Cl 1.3998 1.2643 5.8835
C 1.2651 1.6823 3.2221
Cl 1.2815 -0.0317 3.0214
C 1.2153 2.4467 2.0036
O 1.2017 1.9298 0.8620
C 1.1841 3.8647 2.2148
Cl 1.1389 4.8616 0.8018
C 1.1894 4.4413 3.4741
Cl 1.1048 6.1655 3.6427
F 3.5790 -2.0162 1.0472
C 3.0520 -1.0597 0.1379
F 3.3289 -1.6558 -1.1064
C 4.0936 0.0655 0.1940
F 3.8733 0.9911 -0.7583
F 5.4000 -0.3437 0.0075
F 4.0975 0.6993 1.3871
C -0.2358 0.0198 -2.3928
C -0.7016 -1.2120 -1.5981
C 0.0890 -2.4265 -2.1430
C -0.3413 -0.9801 -0.1304
C -2.1834 -1.4938 -1.7911
C -2.9935 -0.7808 -2.6732
C -4.3415 -1.0874 -2.8355
C -4.9183 -2.1268 -2.1256
C -4.1242 -2.8549 -1.2438
C -2.7857 -2.5423 -1.0833
H 0.7882 0.2328 -2.0877
H -0.8370 0.8933 -2.1313
H -0.2674 -0.1370 -3.4808
H 1.1438 -2.2829 -1.9040
H -0.0366 -2.5316 -3.2293
H -0.2470 -3.3488 -1.6650
H -1.2271 -1.0822 0.5167
H -2.5763 0.0399 -3.2431
H -4.9442 -0.5100 -3.5297
H -5.9675 -2.3707 -2.2518
H -4.5557 -3.6698 -0.6719
H -2.1857 -3.1065 -0.3801

Force components x, y, z for each atom (eV/Å):
-0.173 -0.677 -1.548
0.012 0.023 0.064
-0.012 0.006 0.025
-0.013 0.056 -0.190
-0.022 -0.062 0.077
0.038 0.257 0.130
0.077 -0.093 0.698
0.030 0.032 -0.075
0.003 0.095 0.295
-0.004 0.189 0.160
-0.021 -0.046 -0.076
-0.007 -0.223 -0.094
0.023 0.066 -0.008
0.001 0.048 -0.002
0.177 0.512 0.548
-0.268 0.023 -0.089
0.489 -0.234 -0.127
0.000 -0.059 0.106
-0.236 0.113 0.023
-0.047 -0.065 -0.115
-0.064 -0.058 0.022
0.162 0.030 0.114
0.012 0.053 0.073
-0.049 -0.009 0.325
0.072 -0.021 -0.159
-0.068 0.045 0.001
-0.066 -0.018 -0.028
-0.024 -0.023 0.003
0.030 0.007 0.017
-0.072 -0.018 -0.005
0.029 -0.012 -0.053
0.049 0.038 -0.013
-0.043 0.022 0.010
-0.032 -0.013 -0.035
-0.006 -0.014 -0.004
0.044 -0.012 0.015
-0.131 0.019 -0.119
0.028 -0.046 0.026
0.019 0.015 0.014
0.006 0.017 -0.002
-0.004 0.001 -0.008
0.062 0.036 0.002

Values from the calculation:
Charge: -2
2S+1: 3
Kohn-Sham gap (spin up / spin down): 3.965 / 4.479 eV
HOMO (spin up / spin down): 0.2632 / -0.2504 eV
<S²>: 2.02

These are the Mulliken partial charges, in e, on atoms 1 to 4:
1. Ni -0.960
2. Cl -0.254
3. C 0.393
4. C -0.136

=====

Entry 3:
The following is a DFT calculation (ωB97M-V/def2-TZVPD) of C3H6CoO3 as an isolated structure.

Atoms and positions in Å:
O -0.9431 -1.9980 1.7275
C -0.3672 -0.8023 1.7587
C 0.0619 -0.1832 0.6418
O -0.2648 -0.8107 -0.5625
C -0.1219 0.0345 -1.8387
Co -0.9956 -2.6006 -0.0929
H -0.1867 -0.3294 2.7335
H 0.6033 0.7677 0.5991
H -0.3757 -0.6810 -2.6303
H -0.8535 0.8457 -1.7111
H 0.9407 0.3181 -1.8680
O 0.0531 1.4847 -3.9583
H 0.6923 1.0168 -4.5014

Force components x, y, z for each atom (eV/Å):
1.316 3.226 0.568
-1.244 -3.058 2.651
-0.050 0.097 -4.379
0.852 1.423 3.744
0.345 0.745 -1.725
-0.602 -1.618 -1.176
-0.178 -0.265 -0.280
-0.315 -0.370 -0.082
0.045 0.561 0.321
0.599 -0.350 -0.351
-0.729 0.134 -0.100
-0.140 -0.532 0.989
0.101 0.007 -0.180

Values from the calculation:
2S+1: 6
Kohn-Sham gap (spin up / spin down): 5.775 / 1.834 eV
HOMO (spin up / spin down): -6.1549 / -6.1051 eV
<S²>: 8.76

These are the Mulliken partial charges, in e, on atoms 1 to 4:
1. O -0.455
2. C 0.226
3. C 0.079
4. O -0.275

=====

Entry 4:
The following is a DFT calculation (ωB97M-V/def2-TZVPD) of an isolated ion of composition C3H9N2O3S and charge +1.

Atoms and positions in Å:
C -0.2995 -0.8166 -1.3136
C 0.5094 0.9676 2.4419
C -0.6004 -0.5268 0.1088
N 0.8740 -1.4244 -1.4755
N -1.1565 -0.3648 -2.1753
O 2.0025 -0.1361 0.4997
O 0.4181 1.8006 -0.0536
O -1.7601 0.3036 0.1279
S 0.7555 0.5836 0.6745
H -0.3224 0.8291 3.0222
H 1.3341 0.4316 2.9343
H 0.6900 2.1016 2.4058
H -0.6674 -1.5000 0.7562
H 1.5305 -1.3717 -0.6509
H 1.2055 -1.7169 -2.3257
H -1.9552 -0.0082 -1.7812
H -1.1500 -0.4624 -3.2492
H -1.4081 1.3102 0.0538

Force components x, y, z for each atom (eV/Å):
2.175 -0.957 -0.155
3.782 1.839 -1.491
-1.474 0.461 1.451
-1.468 0.886 2.411
1.871 -1.620 -4.154
-0.331 0.796 0.414
0.725 -0.678 0.250
1.264 1.749 0.784
-0.909 0.355 1.014
-2.786 -0.832 0.450
-0.090 0.420 -0.141
0.044 -1.643 0.227
-0.101 1.925 -1.123
-0.706 -0.250 -1.233
0.944 -0.701 -2.448
-2.416 1.157 1.061
0.411 0.037 2.544
-0.934 -2.943 0.141

Values from the calculation:
Charge: +1
Kohn-Sham gap: 11.442 eV
HOMO: -15.2853 eV
Relative energy (zero: lowest compared OMol25 entry of this formula, charge and spin): 0.000 eV

These are the Mulliken partial charges, in e, on atoms 1 to 4:
1. C 0.389
2. C -1.041
3. C -0.064
4. N -0.271

=====

Number 1: electronic energy -1215.99394 hartree. Number 2: electronic energy -5076.90780 hartree. Number 3: electronic energy -1726.08652 hartree. Number 4: electronic energy -852.83867 hartree.